29
Properties=species:S:1:pos:R:3:nbo_charge:R:1 method="wB97M-V/def2-TZVPD" smiles="O=S(=O)(O)c1cc(S(=O)(=O)O)c2cccc3c2c1NS3(=O)=O" homo_ev=-9.61 charge=0 energy_ha=-2236.4465 lumo_energy_ev=-1.619 de_lowest_kcal_mol=2.3
O 1.78577 -0.28285 3.84791 -0.87
S 0.65681 -1.04365 3.26923 2.28
O -0.50173 -1.08579 4.15573 -0.91
O 1.13172 -2.62136 3.00309 -0.88
C 0.20737 -0.41156 1.61857 -0.37
C -0.99974 0.29108 1.46098 -0.10
C -1.38608 0.84617 0.19299 -0.31
S -2.92592 1.82839 0.18255 2.27
O -3.90091 1.40804 -0.84974 -0.88
O -3.49067 1.84321 1.54288 -0.92
O -2.40028 3.36884 -0.11588 -0.87
C -0.54396 0.69655 -0.90162 -0.06
C -0.83248 1.22987 -2.19961 -0.14
C 0.03456 0.90394 -3.28247 -0.18
C 1.10202 0.01666 -3.12531 -0.17
C 1.34143 -0.48208 -1.84391 -0.26
C 0.55325 -0.11745 -0.74619 -0.04
C 0.94930 -0.66171 0.48888 0.25
N 2.09118 -1.45966 0.39846 -0.81
S 2.59478 -1.65128 -1.19277 2.22
O 3.99924 -1.22758 -1.38826 -0.86
O 2.25169 -3.01845 -1.60406 -0.90
H 0.76771 -3.09120 3.76252 0.52
H -1.60572 0.39233 2.35085 0.28
H -2.76524 3.86621 0.64494 0.52
H -1.72039 1.83467 -2.36913 0.25
H -0.22928 1.23939 -4.25554 0.23
H 1.75727 -0.26771 -3.97296 0.25
H 2.07830 -2.34301 0.92787 0.45


138
Properties=species:S:1:pos:R:3:lowdin_charge:R:1 method="wB97M-V/def2-TZVPD" homo_ev=-11.29 charge=+1 energy_ha=-8719.9493 lumo_energy_ev=-3.643
C 3.29768 0.80746 -0.97881 -0.14
C 2.93294 1.19786 0.49750 -0.65
Br 4.18945 2.60093 1.13905 0.75
C 1.45008 1.79969 0.49616 -0.63
Br 1.15436 3.15126 1.93599 0.71
N 0.54338 0.68209 0.81770 0.12
C -0.10051 0.11262 -0.15314 -0.31
N -0.09399 0.46350 -1.54701 0.07
C -1.40742 0.07838 -2.16605 -0.10
C -2.12316 -0.49836 -0.88406 -0.30
C -3.47512 -1.28996 -1.00516 -0.10
C -4.41905 -0.77480 0.17040 -0.15
C -5.40279 -1.86870 0.71405 -0.21
O -6.74166 -1.34335 0.54216 -0.08
N -1.00880 -1.03277 -0.07331 -0.17
P -0.02055 -2.36479 -0.69925 0.97
C -0.03302 -3.73916 0.59309 -0.20
O -0.73286 -3.08450 -2.06977 -0.29
H 2.84042 -0.16097 -1.27781 0.07
H 2.88560 1.58353 -1.66263 0.08
H 4.39910 0.80883 -1.04978 0.06
H 3.00909 0.28386 1.12546 0.11
H 1.24873 2.28570 -0.47631 0.11
H 0.37636 0.31290 1.75378 0.18
H 0.69722 0.07342 -2.04705 0.11
H -2.04158 0.88908 -2.57222 0.11
H -1.22745 -0.57091 -3.04594 0.11
H -2.41740 0.44782 -0.34979 0.12
H -3.33395 -2.39125 -0.91278 0.09
H -4.02919 -1.08695 -1.95030 0.14
H -3.74387 -0.50715 1.01944 0.09
H -4.97314 0.13466 -0.15675 0.13
H -5.24815 -2.83701 0.19110 0.12
H -5.25458 -1.93892 1.81939 0.09
H -7.28411 -2.08577 0.26610 0.07
H -0.70422 -4.57536 0.23636 0.03
H 0.98308 -4.16227 0.64871 0.03
H -0.45330 -3.39918 1.57689 0.02
H 0.01241 -3.19720 -2.67352 0.05
O 5.04521 2.20747 -2.74899 -0.07
H 5.01195 2.59014 -3.63429 0.06
H 5.56616 2.84450 -2.23850 -0.01
O -8.30005 1.34186 1.16936 -0.05
H -8.85265 0.95813 1.85635 0.05
H -7.67994 0.63761 0.94623 0.00
O 0.78943 1.72841 5.41412 -0.06
H 0.74626 2.13477 4.54834 -0.03
H 1.28972 2.36273 5.95018 0.03
O -1.97718 1.52407 -4.74849 -0.07
H -1.59064 1.65262 -5.61993 0.05
H -2.87712 1.87259 -4.83656 0.03
O -1.81796 -6.59775 -0.01169 -0.06
H -2.44371 -6.43688 -0.72663 0.03
H -1.67424 -7.54919 -0.03546 0.05
O 2.80938 -0.23018 5.73964 -0.07
H 2.54615 -0.86428 6.41832 0.04
H 2.13016 0.46477 5.79094 0.01
O 6.12331 4.21145 -1.10141 -0.07
H 5.82111 3.67179 -0.35642 -0.05
H 5.49779 4.94483 -1.12373 0.07
O -0.99306 -3.63872 3.61381 -0.05
H -1.91680 -3.91658 3.63373 0.02
H -1.02530 -2.70548 3.85092 0.04
O 1.93354 -2.43516 4.53842 -0.06
H 1.01366 -2.72210 4.53813 0.00
H 1.88652 -1.50629 4.81019 -0.02
O 3.58100 -0.21798 -4.57797 -0.07
H 3.54799 0.16097 -5.46303 0.04
H 4.10205 0.41752 -4.07446 0.00
O 4.89362 -1.47934 4.35510 -0.07
H 3.97583 -1.77276 4.35843 -0.02
H 4.84440 -0.56157 4.64259 0.01
O -8.83633 1.46205 -1.84824 -0.08
H -9.35648 0.68133 -1.61580 -0.01
H -8.55249 1.81533 -0.99728 0.00
O -2.04454 -2.78498 -5.03673 -0.04
H -1.73094 -1.89911 -5.24845 0.03
H -1.60779 -3.00147 -4.20679 -0.01
O 6.06306 0.29868 -6.14442 -0.07
H 5.91563 -0.58641 -5.79686 0.01
H 7.01878 0.38790 -6.14480 0.03
O 8.27728 1.78243 -2.05351 -0.05
H 7.75743 2.59019 -1.96324 0.00
H 7.70335 1.18750 -2.55293 0.04
O -3.88261 -3.67118 3.03509 -0.05
H -3.48226 -3.61471 2.15904 0.06
H -4.77658 -3.33985 2.90328 0.04
O -4.17276 -2.28548 5.49962 -0.06
H -4.05849 -3.03452 4.89201 0.00
H -5.12627 -2.16020 5.54160 0.05
O -3.19455 2.57038 0.91090 -0.05
H -2.25022 2.52996 1.06280 0.01
H -3.56536 2.71769 1.78911 0.04
O -11.28542 0.15624 -1.54114 -0.05
H -11.89153 0.90074 -1.47797 0.05
H -11.74006 -0.46862 -2.11466 0.05
O 9.52487 4.42917 -3.21301 -0.05
H 10.30901 4.65255 -2.70250 0.04
H 9.27992 3.55059 -2.89739 -0.01
O -3.88580 -4.93450 6.97987 -0.06
H -3.55971 -4.05583 6.74990 0.00
H -3.46156 -5.13000 7.82054 0.04
O -4.14663 -4.37784 -2.18248 -0.05
H -3.55420 -4.00218 -2.84568 0.03
H -4.65577 -5.03718 -2.66942 0.06
O -4.09544 0.72917 3.15305 -0.04
H -3.69729 0.07134 3.73492 0.03
H -4.96640 0.36885 2.95505 0.04
O 7.22379 7.05279 -1.90747 -0.04
H 7.70680 6.79388 -2.70088 0.05
H 6.83105 6.23328 -1.59671 -0.01
O -3.91374 3.86194 -4.62691 -0.06
H -3.60061 4.48066 -5.29381 0.05
H -3.35094 4.03891 -3.85809 0.01
O 7.74413 -1.66387 -4.86664 -0.05
H 7.59318 -2.54792 -4.51878 0.05
H 8.70255 -1.57421 -4.86480 0.05
O 2.61744 -3.89875 -0.91704 -0.09
H 2.93136 -3.31692 -1.61734 0.03
H 3.17813 -3.67903 -0.16404 0.05
O -7.37803 -3.62877 -2.33927 -0.04
H -6.42964 -3.64295 -2.15776 0.00
H -7.78057 -3.48764 -1.47910 0.02
O 8.99094 -1.23207 -1.63331 -0.06
H 9.54696 -0.45140 -1.53484 0.03
H 8.91055 -1.57633 -0.73879 0.04
O 0.59593 -1.70653 7.15449 -0.04
H 0.33496 -2.33903 7.83163 0.06
H -0.07517 -1.01745 7.20572 0.05
O -3.06710 5.07229 -1.90323 -0.05
H -3.35710 4.47018 -1.20684 0.03
H -3.75970 5.74059 -1.93700 0.05
O 2.84165 3.80903 6.20000 -0.04
H 3.13942 4.45167 5.54931 0.05
H 3.43463 3.93905 6.94711 0.06
O 7.12274 10.35445 -1.52980 -0.06
H 6.46484 10.59851 -2.18657 0.03
H 7.16832 9.39351 -1.58857 0.00


28
Properties=species:S:1:pos:R:3:nbo_charge:R:1 method="wB97M-V/def2-TZVPD" homo_ev=-1.22 charge=-2 energy_ha=-4791.9006 lumo_energy_ev=4.520 de_lowest_kcal_mol=0.0
Be -1.64290 -1.06294 -1.13990 1.48
N -0.96297 -0.96206 1.80258 -0.82
C -0.10418 0.08500 1.73221 0.30
C 0.23150 0.81893 2.85966 -0.33
C 1.18290 1.84438 2.81936 -0.19
C 1.84317 2.13211 1.65891 -0.27
C 1.51119 1.42360 0.47991 -0.08
C 2.21706 1.64695 -0.72897 -0.13
C 1.89393 0.93347 -1.83369 -0.26
C 0.78748 0.05594 -1.78066 0.10
N 0.08026 -0.15456 -0.69581 -0.54
C 0.48585 0.45474 0.47280 0.11
H -0.93787 -1.67700 1.07480 0.43
H -1.24155 -1.27132 2.71628 0.37
H -0.24361 0.55926 3.79889 0.19
H 1.41489 2.38756 3.72819 0.19
H 2.61795 2.88812 1.61756 0.19
H 3.02071 2.37566 -0.73628 0.19
H 2.42466 1.03969 -2.76958 0.21
H 0.45371 -0.45195 -2.67460 0.27
S 1.29046 -3.18198 -2.72585 -0.84
As -0.83753 -3.29051 -2.64020 0.99
S -1.73786 -1.33810 -3.21248 -0.92
S -1.56200 -3.08468 -0.52771 -0.95
S -1.71508 -4.93995 -3.61775 -0.79
S -4.35825 1.91819 0.77178 -0.36
C -3.40002 0.81625 0.03510 0.23
N -2.71191 0.03518 -0.48455 -0.79


22
Properties=species:S:1:pos:R:3:nbo_charge:R:1 method="wB97M-V/def2-TZVPD" smiles=C[C@]1(c2ccccc2)C(F)(F)C1(Cl)Cl homo_ev=-9.57 charge=0 energy_ha=-1505.8952 lumo_energy_ev=0.627 de_lowest_kcal_mol=13.6
C 1.77647 0.60531 -1.52605 -0.61
C 0.76205 -0.35417 -0.83870 -0.14
C -0.12324 0.17720 0.26706 -0.03
C 0.15386 -0.06912 1.61445 -0.18
C -0.62915 0.50128 2.63203 -0.20
C -1.71015 1.31065 2.29354 -0.21
C -2.07888 1.35956 0.95248 -0.20
C -1.31236 0.83293 -0.08255 -0.19
C 1.16811 -1.79838 -0.81581 0.66
F 0.75688 -2.65455 0.16079 -0.31
F 2.43459 -2.13703 -1.29048 -0.32
C 0.14038 -1.38009 -1.77131 -0.14
Cl -1.52044 -1.93820 -1.54673 0.04
Cl 0.55786 -1.38445 -3.44793 0.05
H 2.64524 0.10371 -2.15541 0.26
H 2.11661 1.18398 -0.63998 0.23
H 1.14909 1.27372 -2.08029 0.22
H 1.07999 -0.72501 1.85748 0.23
H -0.41052 0.35417 3.58538 0.21
H -2.31046 1.83452 3.14099 0.23
H -3.08947 1.94834 0.71397 0.22
H -1.55647 0.95563 -1.02292 0.21


20
Properties=species:S:1:pos:R:3:nbo_charge:R:1 method="wB97M-V/def2-TZVPD" homo_ev="-7.40 / -7.04" charge=0 energy_ha=-900.6437 lumo_energy_ev="-0.687 / -0.853" de_lowest_kcal_mol=57.2
C 0.48511 -2.56246 0.26296 -0.22
C -0.90188 -2.62422 0.56774 -0.20
C 1.06549 -1.37551 0.00092 -0.18
C -1.64334 -1.49552 0.58524 -0.21
C 0.34533 -0.11764 0.01339 -0.04
C -1.09044 -0.19463 0.32926 0.13
C -2.93880 1.36741 0.76708 0.12
C 1.05198 2.43846 -0.48183 -0.44
C 2.28935 1.60151 -0.74838 -0.43
C 1.04768 0.99094 -0.28971 0.06
N -1.94624 0.78551 0.32397 -0.36
Cl -4.16860 2.01645 -0.18803 0.02
H 1.05911 -3.47679 0.24542 0.21
H -1.35004 -3.58049 0.78643 0.22
H 2.12070 -1.31689 -0.22009 0.21
H -2.69887 -1.52076 0.81516 0.22
H 1.04818 3.07474 0.39435 0.23
H 0.50802 2.86084 -1.31634 0.23
H 2.58900 1.43675 -1.77578 0.22
H 3.12825 1.69229 -0.07175 0.22


23
Properties=species:S:1:pos:R:3:nbo_charge:R:1 method="wB97M-V/def2-TZVPD" homo_ev="-9.16 / -8.12" charge=0 energy_ha=-1532.5158 lumo_energy_ev="-2.042 / -3.563" de_lowest_kcal_mol=50.0
C -0.82634 -3.11239 1.07964 -0.26
C 1.09376 3.63197 -0.21612 -0.25
C -1.14428 -2.07605 0.15686 -0.15
C 0.59842 2.66943 -1.12131 -0.15
C 0.38538 -3.72763 0.98198 0.04
C 0.61519 3.51888 1.09558 0.05
C 1.00516 -2.31422 -0.73408 0.09
C -0.29073 1.43023 0.69887 0.05
C -0.16781 -1.48869 -0.61239 -0.42
C -0.06271 1.50942 -0.67241 -0.43
N 1.16795 -3.39055 -0.05647 -0.43
N -0.04070 2.42880 1.46356 -0.43
P -0.36769 0.02240 -1.64715 0.91
S 0.79148 -0.22037 -3.24815 -0.38
I -4.34272 0.45674 0.41199 -0.02
H -1.62417 -3.38940 1.77396 0.23
H 1.69992 4.45262 -0.65620 0.23
H -2.18751 -1.60737 0.31692 0.22
H 0.90789 2.65960 -2.22107 0.24
H 0.74425 -4.53122 1.63515 0.21
H 0.92693 4.35440 1.72420 0.20
H 1.83716 -1.92992 -1.49063 0.21
H -0.71885 0.65333 1.33728 0.22